(1)
ORCA calculation (the ωB97M-V functional and the def2-TZVPD basis) on a molecular structure, C36H65AsN3O6SSi4Sn in a non-equilibrium geometry.

Its spin multiplicity is 1. As for the total charge: +3. The electronic energy is -164139.1366 eV. Its LUMO energy is -10.48 eV. Its energy relative to the best compared isomer or geometry (same formula, charge and spin) is 92.6 kJ/mol. Its gap between HOMO and LUMO is 4.548 eV.

Geometry as XYZ:
```
117
Properties=species:S:1:pos:R:3:forces:R:3
Sn -0.28944 0.67253 1.08562 0.3 0.4 0.0
O -3.00706 -0.94975 -0.00464 -0.9 -0.1 0.1
N -1.85876 -0.81747 -0.17594 1.4 1.1 1.1
C -3.75584 -1.89900 -3.57406 0.1 0.0 0.1
C -4.29713 -3.17038 -2.94408 0.0 0.0 -0.1
C -4.25482 -4.33731 -3.91270 0.1 -0.1 0.1
C -5.68560 -2.96451 -2.37317 0.0 0.0 0.1
O -3.44185 -3.49966 -1.77889 -0.2 -0.1 -0.1
Si -1.94652 -3.91868 -1.53342 0.2 0.6 0.1
S -0.83145 -1.70188 -1.09953 0.0 -0.4 -0.4
O -1.57927 -4.49228 -0.10651 0.0 -0.2 0.1
C -2.33317 -5.15847 0.97712 -0.1 -0.1 0.1
C -1.28388 -5.79803 1.86432 0.1 0.0 -0.1
C -3.12381 -4.09711 1.71943 0.0 0.1 -0.1
C -3.24727 -6.20396 0.36105 0.0 0.0 -0.2
O -0.93919 -4.17487 -2.72286 0.1 0.0 -0.2
C -0.05607 -5.26644 -3.18624 0.1 -0.2 0.0
C 0.58741 -4.75672 -4.45867 -0.1 0.1 0.0
C 0.98226 -5.53490 -2.10903 -0.1 0.1 0.1
C -0.91512 -6.49224 -3.44091 -0.1 0.1 0.1
H -4.36683 -1.63002 -4.43628 0.0 0.0 0.0
H -2.72560 -2.03934 -3.91423 -0.1 0.0 0.0
H -3.79361 -1.07131 -2.86032 0.0 0.0 0.0
H -4.96658 -4.17393 -4.72206 0.0 0.0 0.0
H -4.52925 -5.26445 -3.40433 0.0 0.0 0.0
H -3.25914 -4.44728 -4.34879 0.0 0.0 0.0
H -6.37371 -2.68839 -3.17251 0.0 0.0 0.0
H -5.67802 -2.16830 -1.62732 0.0 0.0 0.0
H -6.04804 -3.88116 -1.90628 0.0 0.0 0.0
H -0.62543 -5.03893 2.29169 0.0 0.0 0.0
H -0.68155 -6.50760 1.29535 0.0 0.0 0.0
H -1.76956 -6.33545 2.67903 0.0 0.0 0.0
H -2.45325 -3.35107 2.15554 0.0 0.0 0.0
H -3.68783 -4.55973 2.52957 0.0 0.0 0.0
H -3.82917 -3.59783 1.05003 0.0 0.0 0.0
H -2.66743 -6.93179 -0.21248 0.0 0.0 0.0
H -3.98749 -5.73723 -0.29496 0.0 0.0 0.1
H -3.78016 -6.74181 1.14483 0.0 0.0 0.0
H 1.18843 -3.86862 -4.25329 0.0 0.0 0.0
H -0.17085 -4.50514 -5.20131 0.0 0.0 0.0
H 1.23477 -5.52759 -4.87748 0.0 0.0 0.0
H 1.58333 -4.63863 -1.92543 0.0 -0.1 0.0
H 1.64427 -6.33650 -2.43558 0.0 0.0 0.0
H 0.50488 -5.83658 -1.17412 0.0 0.0 0.0
H -1.65520 -6.29621 -4.21742 0.0 0.0 0.0
H -1.43089 -6.79730 -2.52426 0.0 0.0 -0.1
H -0.29059 -7.32328 -3.76945 0.0 0.0 0.0
O -0.65200 1.68390 3.07174 -0.2 -0.7 -0.4
C -0.79916 2.79049 2.46013 -0.2 0.8 0.2
N -1.00124 4.01010 2.91127 0.0 -0.2 0.0
C -0.95921 5.00157 1.80495 0.2 0.1 -0.2
C -0.71418 4.04496 0.58843 0.1 0.4 0.0
O -0.51479 4.35242 -0.55169 0.0 -0.2 0.2
N -0.68525 2.75582 1.10808 -0.3 -0.8 -0.4
C 0.26596 5.90982 1.97277 -0.2 0.0 0.0
C 1.54433 5.38521 1.79506 0.0 0.0 0.0
C 2.66195 6.18908 1.95222 0.0 -0.1 0.0
C 2.51429 7.52930 2.28938 0.0 0.0 0.0
C 1.24597 8.04788 2.49566 0.0 0.0 0.0
C 0.12369 7.24156 2.33953 0.0 0.0 0.0
C -2.27414 5.74345 1.60801 -0.1 -0.2 0.1
C -2.42333 6.56654 0.49511 0.0 0.0 -0.1
C -3.61918 7.23096 0.27908 0.0 0.0 -0.1
C -4.67361 7.08399 1.17111 0.0 0.0 0.0
C -4.51843 6.28970 2.29324 0.0 -0.1 0.1
C -3.32453 5.61012 2.50695 0.0 0.0 0.1
H -1.11688 4.24516 3.88609 0.1 0.0 0.0
H 1.66998 4.33695 1.53230 0.0 0.0 0.0
H 3.65699 5.77755 1.81414 -0.1 0.0 0.0
H 3.38479 8.16358 2.39557 0.0 0.0 0.0
H 1.12214 9.08567 2.77759 0.0 0.0 0.0
H -0.86346 7.65223 2.50719 0.0 0.0 0.0
H -1.60697 6.67629 -0.20749 0.0 0.0 0.0
H -3.73040 7.86910 -0.58852 0.0 0.0 0.0
H -5.61610 7.58294 0.98701 0.1 0.1 0.0
H -5.32464 6.19727 3.00936 0.0 0.0 0.0
H -3.22464 4.99153 3.39030 -0.1 0.0 0.0
C 4.85065 0.49228 3.15775 0.1 -0.1 -0.1
Si 3.04410 0.86737 3.30704 -0.3 0.1 -0.2
C 2.01785 -0.36485 4.23258 0.0 -0.1 0.1
C 2.74849 2.61511 3.82979 -0.1 0.1 0.0
As 2.31796 0.78025 0.90773 0.2 -0.3 0.0
Si 3.54580 2.98268 -2.12949 0.0 -0.2 0.1
C 2.76378 4.50961 -1.56384 0.0 0.2 0.1
C 2.89502 2.08409 -3.57189 0.0 0.1 -0.2
C 5.02470 2.31184 -1.29450 0.0 0.0 0.2
Si 3.07879 -1.43501 0.18903 -0.2 -0.2 -0.2
C 4.89466 -1.69097 0.50568 0.1 0.3 0.3
C 2.88920 -1.35904 -1.67010 -0.2 0.0 0.0
C 2.05039 -2.72813 1.06505 -0.1 -0.1 -0.1
H 5.34676 0.79928 4.08454 0.0 0.0 0.0
H 5.31533 1.04343 2.33636 0.0 0.0 0.1
H 5.04662 -0.56849 3.01300 0.0 0.0 0.0
H 2.19059 -0.23409 5.30638 0.0 0.0 -0.1
H 2.27177 -1.39592 3.98128 0.0 0.0 0.0
H 0.95353 -0.19798 4.05337 0.0 0.0 0.1
H 3.12765 2.74573 4.84889 0.0 0.0 0.0
H 1.68359 2.85665 3.83948 0.1 0.0 0.0
H 3.26332 3.33260 3.18898 0.0 0.0 0.0
H 1.69942 4.34332 -1.35403 0.0 0.0 -0.1
H 2.80939 5.27170 -2.35222 0.0 -0.1 0.0
H 3.24049 4.90996 -0.67015 0.0 0.0 0.0
H 2.02674 1.48533 -3.27277 0.0 0.0 0.0
H 3.64004 1.41858 -4.00802 0.0 0.0 0.0
H 2.55540 2.78353 -4.34029 -0.1 0.0 0.0
H 5.08895 2.66219 -0.26288 0.0 0.1 0.0
H 5.93281 2.64326 -1.81523 0.0 0.0 0.0
H 5.01960 1.21970 -1.30560 0.0 0.0 -0.1
H 5.49815 -0.78651 0.39735 0.0 -0.1 0.0
H 5.24858 -2.41564 -0.23417 -0.1 0.0 0.0
H 5.09266 -2.11017 1.49283 0.0 0.0 0.0
H 3.44462 -0.49810 -2.05474 0.0 -0.1 0.0
H 1.85460 -1.27160 -2.00950 0.1 0.0 0.0
H 3.32749 -2.25268 -2.12633 0.0 0.0 0.0
H 1.57986 -2.34144 1.96990 0.0 0.0 0.0
H 2.70006 -3.55912 1.35538 0.0 0.0 0.0
H 1.26372 -3.13728 0.42375 0.1 0.1 0.1
```
Positions in Å, forces in eV/Å.

(2)
ORCA calculation (the ωB97M-V functional and the def2-TZVPD basis) on a molecular structure, C36H30CrF5N6SSe in a non-equilibrium geometry.

Its spin multiplicity is 4. As for the total charge: +2. The electronic energy is -164938.8325 eV. Its LUMO energy (alpha / beta) is -6.91 / -6.65 eV. Its expectation value of S² is 3.843. Its gap between HOMO and LUMO (alpha / beta) is 6.409 / 6.712 eV.

Geometry as XYZ:
```
80
Properties=species:S:1:pos:R:3:forces:R:3
Cr -0.95765 -0.95147 -0.59821 0.2 -1.3 0.3
C 5.62487 0.91121 -1.94321 0.0 -0.1 0.0
C 5.29080 0.07966 -0.69084 0.2 0.1 0.0
C 5.61189 0.89870 0.57187 0.0 -0.1 0.0
C 6.15138 -1.18560 -0.69168 -0.1 0.1 0.0
C 3.81063 -0.23413 -0.70739 -0.1 -0.2 0.0
C 3.30487 -1.53273 -0.73771 0.0 0.2 0.0
C 1.94186 -1.74505 -0.76228 0.0 -0.2 0.0
N 1.04542 -0.74956 -0.74139 0.6 0.1 0.1
C 1.51478 0.52198 -0.71966 0.2 -0.1 0.0
C 2.86511 0.79792 -0.70400 -0.2 0.0 0.0
C 0.45903 1.55286 -0.71328 -0.1 0.1 0.0
C 0.71492 2.91271 -0.71838 0.0 -0.1 0.0
C -0.32496 3.83901 -0.70502 -0.1 -0.2 0.0
C -1.62016 3.30899 -0.70357 0.1 0.1 0.0
C -1.81058 1.94912 -0.70351 -0.2 0.0 0.0
N -0.80051 1.06286 -0.70031 0.1 0.7 -0.3
C -0.10359 5.33476 -0.69545 0.0 0.2 0.0
C -0.76799 5.92235 0.56269 0.0 -0.1 -0.1
C 1.38186 5.69950 -0.68574 -0.1 -0.1 0.0
C -0.75646 5.92955 -1.95787 0.1 -0.1 0.1
H 6.69445 1.11886 -1.95897 0.0 0.0 0.0
H 5.09757 1.86620 -1.95280 0.0 0.0 0.0
H 5.37102 0.36481 -2.85306 0.0 0.0 0.0
H 6.67867 1.12002 0.58839 0.0 0.0 0.0
H 5.36732 0.33647 1.47494 0.0 0.0 0.0
H 5.07193 1.84652 0.59532 0.0 0.0 0.0
H 7.20177 -0.89836 -0.68894 0.0 0.0 0.0
H 5.97882 -1.79101 -1.58314 0.0 0.0 0.0
H 5.97290 -1.79580 0.19565 0.0 0.0 0.0
H 3.95961 -2.39030 -0.74815 0.0 0.0 0.0
H 1.54277 -2.74703 -0.80724 -0.1 0.0 0.0
H 3.19472 1.82610 -0.69671 0.0 0.0 0.0
H 1.73783 3.25455 -0.73871 0.0 0.0 0.0
H -2.48162 3.96100 -0.70708 0.0 0.0 0.0
H -2.81416 1.54755 -0.70785 0.0 0.0 0.0
H -0.34314 5.48521 1.46820 0.0 0.0 0.0
H -1.84609 5.75940 0.57228 0.0 0.0 0.0
H -0.59285 6.99745 0.58833 0.0 0.0 0.0
H 1.88415 5.31918 0.20652 0.0 0.0 0.0
H 1.47990 6.78386 -0.68096 0.0 0.0 0.0
H 1.89478 5.32905 -1.57600 0.0 0.0 0.0
H -1.83548 5.77449 -1.97117 0.0 0.0 0.0
H -0.33148 5.48691 -2.86035 0.0 0.0 0.0
H -0.57275 7.00323 -1.98506 0.0 0.0 0.0
Se -6.39437 -0.90897 4.64346 -0.4 0.0 0.4
N -6.42703 -0.90487 2.89005 -0.1 0.0 -0.5
C -5.18709 -0.89701 2.46976 0.1 0.0 0.4
C -4.80647 -0.89939 1.07331 0.3 0.0 -0.3
C -5.70938 -0.92106 0.00471 0.1 0.0 0.0
C -5.21679 -0.94576 -1.28401 -0.1 0.0 0.0
C -3.84287 -0.94250 -1.49126 0.1 0.0 -0.1
N -2.97215 -0.90490 -0.48586 -0.8 0.1 0.1
C -3.44223 -0.89164 0.77993 -0.3 0.0 -0.2
C -2.43436 -0.88539 1.81800 0.1 0.0 0.4
N -1.14757 -0.88606 1.39888 -0.1 -0.1 0.4
C -0.17602 -0.89793 2.30850 0.1 0.0 0.0
C -0.43596 -0.91074 3.67180 -0.1 0.0 0.1
C -1.74311 -0.91024 4.11496 0.0 0.0 -0.1
C -2.77524 -0.89471 3.17283 0.3 0.0 -0.3
C -4.18365 -0.89699 3.50420 -0.5 0.0 0.0
N -4.64276 -0.90528 4.73141 0.5 0.0 0.1
H -6.77203 -0.92703 0.20881 0.0 0.0 0.0
H -5.88393 -0.97655 -2.13337 0.0 0.0 0.0
H -3.42827 -0.98326 -2.49130 0.0 0.0 0.0
H 0.84133 -0.90240 1.93920 0.0 0.0 0.0
H 0.38816 -0.92423 4.37036 0.0 0.0 0.0
H -1.98792 -0.92621 5.16890 0.0 0.0 0.0
F -1.00642 -8.96284 -0.48832 0.0 -0.1 0.0
C -1.02238 -7.65306 -0.60183 0.0 0.2 0.0
C -2.23220 -6.98136 -0.72243 0.0 0.0 0.0
F -3.36837 -7.66025 -0.71191 0.0 0.0 0.0
C -2.24267 -5.60549 -0.84893 0.2 0.1 0.0
F -3.40573 -4.97251 -0.95673 -0.1 0.0 0.0
C -1.05627 -4.87127 -0.86408 0.1 0.0 0.3
S -1.10655 -3.15164 -1.12696 -0.1 0.5 -0.7
C 0.14172 -5.56686 -0.72343 -0.2 0.0 0.0
F 1.29672 -4.89747 -0.71232 0.1 0.0 0.0
C 0.16982 -6.94140 -0.59330 0.0 0.1 0.0
F 1.32588 -7.57370 -0.46151 0.0 0.0 0.0
```
Positions in Å, forces in eV/Å.

(3)
ORCA calculation (the ωB97M-V functional and the def2-TZVPD basis) on a molecular structure, C25H52F6N8NbO4P2 in a non-equilibrium geometry.

Its spin multiplicity is 1. As for the total charge: -1. The electronic energy is -83300.6843 eV. Its LUMO energy is 0.80 eV. Its gap between HOMO and LUMO is 3.625 eV.

Geometry as XYZ:
```
98
Properties=species:S:1:pos:R:3:forces:R:3
C -0.50168 3.05074 3.16805 -0.7 -0.2 0.5
C -1.42270 1.93628 3.17562 0.2 0.3 -1.2
C -2.23438 1.60260 1.90947 1.7 -1.5 0.8
Nb -3.85740 0.06880 2.37558 0.4 2.2 1.4
C -5.23749 1.20619 1.05778 0.0 0.3 0.3
F -4.30520 1.18920 3.99897 0.2 -1.1 -1.3
C -3.23375 -1.14333 0.53689 -0.5 0.3 0.0
N -4.26681 -0.94988 -0.52287 0.0 -0.1 0.3
O -2.44639 -0.92009 3.56237 -0.6 0.1 -1.1
N -1.90871 -2.01173 2.97102 0.4 -0.2 0.3
O -0.81823 -1.82202 2.54206 0.0 -0.1 0.0
C -5.39553 -1.56941 2.92996 -0.4 -0.1 -0.2
F -4.99989 -2.13051 4.14684 -0.1 0.0 0.0
F -5.40649 -2.66192 2.04922 0.0 0.0 0.0
C -6.85205 -1.17238 3.11548 0.1 -1.1 -0.1
C -7.79234 -2.18625 3.05808 0.6 -1.3 -0.2
C -9.12447 -1.97498 3.23064 -0.6 -0.4 0.2
C -9.57678 -0.69956 3.48993 -1.0 -0.8 -0.1
C -8.66518 0.30789 3.53657 -0.8 1.2 0.6
C -9.15777 1.71478 3.77770 1.0 -0.5 -1.5
F -8.56558 2.53196 2.87374 0.1 0.4 0.1
F -8.86126 2.19078 4.98158 -0.3 0.2 0.5
F -10.47049 1.83258 3.53975 -0.4 0.1 0.6
C -7.32245 0.08119 3.37056 1.2 1.1 0.0
H -0.94874 4.03347 3.34803 0.8 -0.2 1.9
H 0.55231 2.93444 2.93364 -0.5 0.4 -2.1
H -1.50821 1.32559 4.08200 -1.6 0.9 0.3
H -2.62736 2.54055 1.51178 0.4 0.0 -0.1
H -1.51843 1.14224 1.19999 -0.3 0.2 -0.3
H -5.61528 2.09719 1.59167 0.1 -0.2 0.0
H -4.72250 1.58104 0.16366 0.1 -0.2 0.2
H -6.10280 0.63904 0.69647 0.2 -0.1 0.1
H -2.27251 -0.80197 0.13685 0.1 -0.3 0.3
H -3.20319 -2.21824 0.74112 0.4 0.2 0.2
H -3.88628 -0.48334 -1.33146 -0.1 -0.2 -0.1
H -4.70770 -1.82208 -0.77088 0.1 0.0 -0.2
H -7.45950 -3.20441 2.89031 0.1 0.1 -0.1
H -9.79865 -2.82347 3.19778 -0.1 0.1 0.0
H -10.63804 -0.54896 3.64209 0.1 0.3 0.0
H -6.63111 0.91667 3.42338 -0.1 0.0 0.1
O 0.35122 2.68550 -0.16712 2.6 -2.8 0.8
P 1.38351 3.01158 -1.21954 -3.8 5.5 -2.3
N 1.81957 4.57361 -0.63328 0.1 0.1 0.5
C 2.31594 5.66565 -1.43795 0.4 -0.2 -0.5
C 2.54634 4.53657 0.63130 -0.2 -0.4 0.3
N 0.23261 3.16169 -2.52741 0.0 0.3 -0.8
C -0.54667 4.38222 -2.65646 0.1 0.3 0.3
C -0.65708 2.00642 -2.62208 0.2 -0.2 0.2
N 2.73488 2.98765 -2.38890 1.0 -2.6 1.3
C 2.55779 3.04936 -3.83193 -0.5 0.0 -0.3
C 3.66168 1.87877 -2.07536 0.2 0.2 0.3
H 3.37655 5.54995 -1.70806 0.0 0.0 0.0
H 2.21420 6.60278 -0.88426 0.0 -0.1 0.2
H 1.75164 5.79985 -2.35819 0.0 -0.2 0.0
H 3.59484 4.22958 0.48512 0.1 0.2 0.0
H 2.08142 3.83288 1.32278 -0.1 0.0 -0.1
H 2.53372 5.51398 1.11732 0.0 0.1 -0.1
H -0.96512 4.71803 -1.69909 -0.1 0.0 0.0
H -1.37239 4.23794 -3.35606 0.0 -0.2 0.0
H 0.04693 5.19701 -3.07703 0.0 0.0 0.1
H -1.46836 2.04451 -1.88619 0.1 -0.1 0.1
H -0.10345 1.07793 -2.45921 0.0 0.0 0.0
H -1.09583 1.95113 -3.62243 0.1 0.1 0.0
H 2.00587 2.19525 -4.23376 0.0 0.1 -0.1
H 3.54323 3.06950 -4.31052 0.1 -0.1 0.3
H 2.06017 3.96838 -4.13289 -0.2 -0.1 0.1
H 3.21853 0.90623 -2.31747 0.2 -0.1 0.0
H 3.90338 1.88528 -1.00693 -0.1 0.0 0.0
H 4.60522 1.98229 -2.61527 -0.1 0.1 -0.1
O 3.66566 -2.48330 -2.34318 2.2 3.1 -1.4
P 5.00631 -2.98916 -1.84931 -3.3 -6.2 2.6
N 5.09362 -4.37357 -2.87748 -0.1 0.0 -0.6
C 5.76925 -5.61359 -2.56566 0.6 0.1 0.4
C 5.32116 -4.04308 -4.28090 -0.3 0.4 -0.1
N 4.39477 -3.43520 -0.27703 0.3 -0.4 0.7
C 3.63154 -4.66574 -0.12887 0.0 -0.3 -0.4
C 3.67749 -2.33941 0.37739 0.2 0.2 -0.1
N 6.68074 -3.24087 -1.27075 0.8 3.0 -0.9
C 7.01268 -3.63929 0.09086 -0.3 0.0 0.5
C 7.53541 -2.09148 -1.64181 0.1 -0.2 -0.4
H 6.86052 -5.54683 -2.68342 0.0 0.0 0.0
H 5.41058 -6.40209 -3.23216 -0.1 0.1 -0.1
H 5.56459 -5.96052 -1.55575 0.0 0.2 0.0
H 6.37011 -3.76341 -4.46494 0.0 -0.1 -0.1
H 4.69147 -3.20732 -4.58870 0.0 0.0 0.1
H 5.06760 -4.88633 -4.92620 0.1 -0.1 0.1
H 2.87536 -4.79014 -0.91331 -0.1 0.0 0.0
H 3.12488 -4.68794 0.83698 0.0 0.2 0.0
H 4.27966 -5.54462 -0.13369 0.0 0.0 -0.1
H 2.65674 -2.22578 0.00057 0.0 0.1 0.0
H 4.19798 -1.38976 0.22141 0.0 0.0 0.0
H 3.63243 -2.51034 1.45517 0.0 -0.1 0.0
H 6.71094 -2.90261 0.83929 0.0 -0.1 0.1
H 8.09724 -3.77292 0.16692 0.0 0.2 -0.3
H 6.57396 -4.60174 0.34167 -0.2 0.1 0.0
H 7.29376 -1.20264 -1.04908 0.2 0.0 0.0
H 7.39154 -1.84431 -2.69918 -0.1 0.0 0.0
H 8.59267 -2.32618 -1.50945 0.0 -0.1 0.1
```
Positions in Å, forces in eV/Å.

(4)
ORCA calculation (the ωB97M-V functional and the def2-TZVPD basis) on a gas-phase ion, C2H8NOSi (charge -1) in a non-equilibrium geometry.

Its spin multiplicity is 1. As for the total charge: -1. The electronic energy is -13618.0843 eV. Its LUMO energy is 4.53 eV. Its energy relative to the best compared isomer or geometry (same formula, charge and spin) is 378.6 kJ/mol. Its gap between HOMO and LUMO is 7.270 eV.

Geometry as XYZ:
```
13
Properties=species:S:1:pos:R:3:forces:R:3
C -0.77057 1.39278 -0.35029 3.5 -0.2 -1.3
C -0.52859 -1.53980 0.04470 -1.6 2.3 1.7
N 1.87670 -0.09092 -0.58921 0.3 1.1 -0.6
O 2.07882 -0.15241 0.91407 -1.6 0.4 0.3
Si 0.36385 0.08115 0.47510 1.8 -1.2 -0.6
H -0.59125 1.29001 -1.44728 0.0 0.7 0.7
H -1.68895 0.99238 -0.15611 -2.7 -0.5 0.9
H -0.51321 2.32746 0.13116 -0.4 0.5 -0.4
H -0.33416 -1.91659 -0.88613 0.9 -1.3 -2.2
H -0.43338 -2.21849 0.85950 0.2 -0.9 0.4
H -1.59383 -1.20751 0.00941 0.4 -0.4 0.2
H 2.38665 0.78966 -0.84980 -0.7 -0.8 0.3
H -0.25208 0.25229 1.84486 0.1 0.2 0.5
```
Positions in Å, forces in eV/Å.